(one)
ORCA calculation (wB97M-V/def2-TZVPD) on a cluster of 2 separate species, C8H14N2 in total.

ORCA input file:
```
! wB97M-V def2-TZVPD RIJCOSX def2/J DEFGRID3
* xyz 0 1
C -1.118 -1.355 -2.071
C 0.029 -1.921 -1.659
C -1.299 -0.089 -2.860
C 0.013 -3.205 -0.870
C 1.407 -1.373 -1.919
H -2.047 -1.875 -1.802
H -0.333 0.388 -3.099
H -1.908 0.624 -2.279
H -1.824 -0.314 -3.803
H 0.572 -3.988 -1.410
H 0.486 -3.050 0.114
H -1.020 -3.557 -0.711
H 1.994 -2.118 -2.483
H 1.386 -0.433 -2.495
H 1.911 -1.185 -0.956
N 0.073 2.825 4.552
C -0.386 1.796 3.858
C 0.691 3.635 3.629
C 0.603 3.090 2.366
N -0.088 1.916 2.533
H -0.936 0.945 4.259
H 1.168 4.570 3.920
H 0.961 3.423 1.391
H -0.335 1.251 1.796
*
```

Results
Kohn-Sham gap: 0.339 Ha
SMILES: c1c[nH]cn1.CC=C(C)C

These are the Mulliken partial charges, in e, on atoms 1 to 8: -0.3591 0.9431 -1.0806 -1.1883 -1.1569 0.2550 0.2807 0.2748

***

(two)
ORCA calculation (wB97M-V/def2-TZVPD) on a cluster of 2 separate species, C8H14N2 in total.

ORCA input file:
```
! wB97M-V def2-TZVPD RIJCOSX def2/J DEFGRID3
* xyz 0 1
C 1.613 -1.900 0.367
C 1.268 -1.477 1.792
C 2.313 -0.538 2.396
C 2.224 0.810 1.812
N 2.116 1.858 1.367
H 1.950 -1.038 -0.209
H 0.834 -2.424 -0.177
H 2.485 -2.565 0.418
H 1.125 -2.307 2.481
H 0.303 -0.968 1.708
H 3.329 -0.912 2.262
H 2.170 -0.390 3.468
C -0.752 0.374 -0.892
C -1.308 0.993 -2.166
C -2.698 1.666 -2.030
C -3.389 1.279 -0.794
N -3.891 0.984 0.191
H -0.816 0.925 0.049
H 0.325 0.233 -0.984
H -1.222 -0.592 -0.706
H -1.439 0.179 -2.889
H -0.598 1.610 -2.716
H -3.351 1.453 -2.871
H -2.592 2.746 -1.877
*
```

Results
Kohn-Sham gap: 0.445 Ha
SMILES: CCCC#N.CCCC#N

These are the Mulliken partial charges, in e, on atoms 1 to 8: -1.2420 -0.2282 -0.4554 0.2535 -0.4420 0.3240 0.3226 0.3849

***

Short version: (one) is the most stable of them.

***

(one)
ORCA calculation (wB97M-V/def2-TZVPD) on the molecule C4H6N2.

ORCA input file:
```
! wB97M-V def2-TZVPD RIJCOSX def2/J DEFGRID3
* xyz 0 3
C 0.820 1.543 1.606
C 0.542 0.339 0.953
C -0.640 0.250 -0.399
C -0.267 -0.762 -1.389
N 1.195 2.518 2.103
N -0.724 -0.296 0.910
H 1.496 -0.136 0.596
H -1.228 1.174 -0.528
H -0.100 -1.729 -0.714
H 0.663 -0.469 -1.968
H -1.072 -1.144 -2.209
H -0.686 -1.289 1.039
*
```

Results
Kohn-Sham gap (spin up / spin down): 0.230 / 0.304 Ha
expectation value of S²: 2.02

These are the Mulliken partial charges, in e, on atoms 1 to 8: 0.2669 -0.1963 -0.0276 -0.8248 -0.4197 -0.4841 0.2984 0.4360

***

(two)
ORCA calculation (wB97M-V/def2-TZVPD) on a structure of composition C4H6N2.

ORCA input file:
```
! wB97M-V def2-TZVPD RIJCOSX def2/J DEFGRID3
* xyz 0 3
C -0.191 -0.394 0.739
C -0.394 -0.908 1.947
C 0.067 1.013 0.151
C -0.059 -0.866 -0.559
N 0.497 1.045 -2.228
N 0.275 0.328 -1.157
H -0.539 -1.916 1.986
H -0.415 -0.369 2.791
H -0.653 1.758 0.297
H 0.972 1.464 0.317
H 0.021 -1.730 -1.115
H 0.420 0.575 -3.169
*
```

Results
Kohn-Sham gap (spin up / spin down): 0.250 / 0.324 Ha
expectation value of S²: 2.03

These are the Mulliken partial charges, in e, on atoms 1 to 8: 0.8755 -1.3635 -0.5563 -0.5325 -0.9785 0.6153 0.3230 0.3818

***

(three)
ORCA calculation (wB97M-V/def2-TZVPD) on a structure of composition C4H6N2.

ORCA input file:
```
! wB97M-V def2-TZVPD RIJCOSX def2/J DEFGRID3
* xyz 0 3
C -2.279 -0.167 -0.254
C -0.906 -0.201 -0.650
C 0.116 0.119 0.453
C 1.502 -0.450 0.222
N -3.387 -0.200 0.095
N -0.208 1.399 0.150
H -0.397 -0.081 -1.670
H -0.245 -0.276 1.536
H 1.265 -1.510 0.256
H 2.042 -0.154 1.174
H 2.001 -0.156 -0.729
H 0.496 1.678 -0.585
*
```

Results
Kohn-Sham gap (spin up / spin down): 0.301 / 0.292 Ha
expectation value of S²: 2.02

These are the Mulliken partial charges, in e, on atoms 1 to 8: 0.4426 -0.5484 0.3578 -1.1354 -0.4166 -0.5781 0.2979 0.3321

***

Short version: (three) is the most stable of them.

***

(one)
ORCA calculation (wB97M-V/def2-TZVPD) on a cluster of 2 separate species, C2H7IP2 in total.

ORCA input file:
```
! wB97M-V def2-TZVPD RIJCOSX def2/J DEFGRID3
* xyz 0 1
C -0.061 2.585 -1.122
C -0.160 -2.873 0.973
P 1.073 -0.120 0.828
P 0.118 -1.619 -0.363
I 2.087 -2.665 -1.430
H -0.555 2.063 -1.917
H 0.909 3.003 -1.293
H -0.650 2.935 -0.298
H 0.715 -2.984 1.613
H -0.416 -3.831 0.524
H -1.002 -2.528 1.575
H 0.723 0.965 -0.103
*
```

Results
Kohn-Sham gap (spin up / spin down): 0.242 / 0.304 Ha

These are the Mulliken partial charges, in e, on atoms 1 to 8: -1.0648 -1.0455 0.0087 0.0311 -0.0657 0.3396 0.3691 0.3607

***

(two)
ORCA calculation (wB97M-V/def2-TZVPD) on a cluster of 2 separate species, C2H7IP2 in total.

ORCA input file:
```
! wB97M-V def2-TZVPD RIJCOSX def2/J DEFGRID3
* xyz 0 1
C 0.366 1.088 -0.344
C 0.693 -0.068 0.602
P -0.621 -1.200 1.292
P 1.079 -1.658 -0.317
I -2.298 0.911 -3.677
H 0.483 2.046 0.142
H -0.588 0.936 -0.681
H 0.899 1.127 -1.216
H 1.542 0.121 1.122
H -0.141 -1.533 2.599
H -1.706 -0.335 1.865
H 0.291 -1.435 -1.386
*
```

Results
Kohn-Sham gap (spin up / spin down): 0.325 / 0.126 Ha

These are the Mulliken partial charges, in e, on atoms 1 to 8: -1.1947 -0.2341 -0.1632 -0.0827 -0.0131 0.3049 0.3150 0.4250

***

Short version: (one) is the most stable of them.

***

(one)
ORCA calculation (wB97M-V/def2-TZVPD) on the molecule C3H4N2S2.

ORCA input file:
```
! wB97M-V def2-TZVPD RIJCOSX def2/J DEFGRID3
* xyz 0 1
C -0.693 -0.595 0.282
C 0.087 -1.031 -0.591
C 0.826 1.036 -0.256
H -1.754 -0.806 2.233
H -0.265 -2.011 -1.276
H 1.696 0.020 -1.607
H -0.248 1.562 1.331
N 1.059 -0.150 -0.896
N -0.247 0.788 0.511
S -2.080 -1.392 0.678
S 1.618 2.578 -0.407
*
```

Results
Kohn-Sham gap: 0.272 Ha
SMILES: S=c1[nH]cc(S)[nH]1

These are the Mulliken partial charges, in e, on atoms 1 to 8: 0.2327 -0.1351 -0.0544 0.1528 0.2017 0.2075 0.3252 -0.0705

***

(two)
ORCA calculation (wB97M-V/def2-TZVPD) on a structure of composition C3H4N2S2.

ORCA input file:
```
! wB97M-V def2-TZVPD RIJCOSX def2/J DEFGRID3
* xyz 0 1
C 1.286 0.457 -0.285
C 1.983 -0.508 0.346
C -0.080 0.140 -0.374
N -0.389 -1.029 0.077
N -3.377 0.347 -0.981
S 0.954 -1.840 0.577
S -3.129 -0.784 -0.087
H 1.674 1.413 -0.606
H 3.017 -0.440 0.525
H -0.930 0.795 -0.586
H -3.472 -0.457 1.356
*
```

Results
Kohn-Sham gap: 0.309 Ha

These are the Mulliken partial charges, in e, on atoms 1 to 8: -0.7717 -0.1596 0.2278 -0.3313 -0.3212 -0.0048 0.2058 0.3205

***

(three)
ORCA calculation (wB97M-V/def2-TZVPD) on a cluster of 2 separate species, C3H4N2S2 in total.

ORCA input file:
```
! wB97M-V def2-TZVPD RIJCOSX def2/J DEFGRID3
* xyz 0 1
C -0.852 0.066 0.578
C 0.622 0.014 0.367
C 0.998 -1.342 -0.325
H -0.785 0.961 2.326
H -2.332 0.490 1.974
H 1.158 -0.485 1.282
H 1.855 2.565 1.093
N -1.324 0.757 1.568
N 1.387 -2.367 -0.702
S -1.768 -0.493 -0.584
S 1.459 1.450 -0.444
*
```

Results
Kohn-Sham gap: 0.271 Ha

These are the Mulliken partial charges, in e, on atoms 1 to 8: 0.2493 0.1331 -0.0395 0.2409 0.2891 0.2532 0.1426 -0.4091

***

Short version: (one) is the most stable of them.